A molecular structure, C30H54ClHgO22 in a non-equilibrium geometry. Source: the OMol25 dataset; level of theory: ωB97M-V/def2-TZVPD.

ORCA input file:
```
! wB97M-V def2-TZVPD RIJCOSX def2/J DEFGRID3
* xyz 1 1
Hg 0.40 -0.69 1.42
Cl -2.17 -4.42 1.07
O -0.79 -4.93 1.01
O -2.48 -3.56 -0.05
O -3.10 -5.47 1.16
O -2.20 -3.57 2.29
C 1.37 2.11 -3.99
C 0.54 1.41 -4.89
C -0.85 1.58 -4.85
C -1.42 2.50 -4.04
C -0.54 3.26 -3.16
C 0.83 3.05 -3.12
O 1.57 3.76 -2.19
O -1.67 0.93 -5.77
H 2.38 1.73 -3.85
H 1.01 0.57 -5.43
H -2.51 2.62 -4.15
H -0.97 4.04 -2.54
H 2.26 3.16 -1.93
H -1.15 0.59 -6.50
C 3.34 -7.39 -0.10
C 2.41 -6.48 0.53
C 2.84 -5.46 1.26
C 4.23 -5.21 1.35
C 5.20 -6.02 0.69
C 4.75 -7.19 0.01
O 5.60 -8.14 -0.54
O 1.96 -4.48 1.70
H 2.90 -8.15 -0.78
H 1.41 -6.58 0.18
H 4.55 -4.38 1.88
H 6.25 -5.67 0.74
H 6.53 -7.85 -0.41
H 1.01 -4.71 1.64
C -4.56 0.03 -4.15
C -4.19 -0.65 -3.04
C -4.71 -0.33 -1.79
C -5.71 0.61 -1.65
C -6.09 1.31 -2.78
C -5.52 1.04 -4.04
O -6.07 1.54 -5.23
O -4.19 -0.99 -0.68
H -4.23 -0.31 -5.10
H -3.58 -1.55 -3.03
H -6.17 0.88 -0.67
H -6.85 2.04 -2.73
H -6.68 2.23 -5.00
H -3.71 -1.78 -0.90
C -2.16 1.34 0.72
C -2.75 0.50 1.82
O -2.07 -0.73 1.71
O -0.74 1.32 0.85
H -2.45 2.37 0.82
H -2.49 0.98 -0.28
H -3.83 0.35 1.77
H -2.54 0.84 2.87
H -2.55 -1.58 1.76
H -0.41 2.23 1.01
C 2.92 4.36 2.51
C 2.59 4.45 3.95
O 1.19 4.68 4.15
O 2.29 3.23 1.82
H 3.95 4.10 2.28
H 2.69 5.26 1.94
H 3.24 5.21 4.41
H 2.90 3.44 4.22
H 1.19 5.17 4.96
H 1.54 3.47 1.24
C 3.81 -0.04 1.26
C 3.68 -1.52 1.43
O 2.35 -1.92 1.15
O 2.63 0.53 1.96
H 3.64 0.34 0.17
H 4.71 0.33 1.78
H 3.79 -1.89 2.43
H 4.40 -2.12 0.87
H 2.17 -2.82 1.47
H 2.76 1.52 1.96
C -0.51 -0.85 4.57
C 0.34 -2.00 4.29
O 0.12 -2.50 2.98
O -0.21 0.28 3.63
H -0.41 -0.48 5.62
H -1.58 -1.13 4.42
H 0.09 -2.79 4.99
H 1.47 -1.81 4.44
H -0.81 -2.85 2.86
H 0.22 0.99 4.15
C -0.17 -1.43 -2.01
C 1.29 -1.01 -1.97
O 1.40 0.22 -1.25
O -0.60 -1.54 -0.66
H -0.30 -2.31 -2.62
H -0.67 -0.66 -2.57
H 1.71 -0.85 -2.93
H 1.84 -1.78 -1.52
H 0.80 0.82 -1.73
H -1.22 -2.27 -0.56
C -0.65 5.38 0.71
C -1.83 5.79 -0.17
O -1.56 5.90 -1.60
O 0.09 4.26 0.19
H -0.93 5.27 1.75
H 0.08 6.21 0.64
H -2.16 6.70 0.28
H -2.68 5.08 -0.12
H -1.03 6.65 -1.85
H 0.21 4.29 -0.78
*
```

The LUMO energy is -2.54 eV. The value obtained for the gap between HOMO and LUMO is 7.34 eV. For the HOMO energy, the calculation gives -9.88 eV. As for the largest force on an atom: 0.0879 hartree/bohr.

***

9 unconnected molecules or ions with the total composition C30H54ClO30P2 in a non-equilibrium geometry. Source: the OMol25 dataset; level of theory: ωB97M-V/def2-TZVPD.

ORCA input file:
```
! wB97M-V def2-TZVPD RIJCOSX def2/J DEFGRID3
* xyz -1 1
Cl -0.33 0.06 -0.73
O -0.48 -1.35 -0.91
O 0.14 0.64 -1.97
O -1.58 0.70 -0.29
O 0.62 0.31 0.36
C -3.64 2.15 -2.30
C -4.53 1.03 -1.69
O -5.70 1.71 -1.32
C -5.63 2.97 -1.87
O -6.53 3.79 -1.86
O -4.50 3.15 -2.57
H -3.05 1.68 -3.08
H -2.92 2.49 -1.56
H -4.00 0.44 -0.94
H -4.84 0.33 -2.46
C 3.03 0.82 3.33
C 4.45 1.22 2.72
O 5.07 1.96 3.76
C 4.28 2.18 4.79
O 4.63 2.84 5.78
O 3.04 1.60 4.52
H 3.07 -0.26 3.51
H 2.23 1.15 2.67
H 4.21 1.83 1.85
H 4.93 0.27 2.46
C 2.13 -1.68 -3.86
C 0.76 -1.60 -4.58
O 0.49 -2.92 -4.87
C 1.40 -3.78 -4.22
O 1.43 -4.98 -4.19
O 2.39 -3.08 -3.73
H 1.96 -1.05 -2.99
H 2.93 -1.30 -4.50
H 0.77 -1.06 -5.53
H 0.07 -1.12 -3.89
C 1.37 2.13 -4.68
C 1.02 3.50 -5.08
O 1.15 3.51 -6.46
C 1.83 2.51 -6.85
O 2.09 2.37 -8.04
O 2.02 1.61 -5.82
H 0.50 1.47 -4.60
H 1.97 2.09 -3.77
H 1.53 4.29 -4.51
H -0.04 3.59 -4.85
C -2.70 -2.48 1.92
C -2.13 -1.32 2.71
O -3.30 -0.58 3.07
C -4.43 -1.23 2.74
O -5.56 -0.81 2.92
O -4.07 -2.36 2.23
H -2.24 -3.38 2.32
H -2.58 -2.48 0.84
H -1.51 -0.72 2.05
H -1.50 -1.69 3.52
C 3.76 4.11 -0.10
C 2.87 2.99 -0.54
O 1.92 3.59 -1.43
C 2.44 4.80 -1.79
O 1.96 5.48 -2.58
O 3.48 5.10 -1.07
H 4.85 3.98 -0.08
H 3.46 4.39 0.91
H 2.39 2.50 0.31
H 3.44 2.27 -1.13
C 1.82 -8.83 1.81
C 0.93 -9.63 0.80
O 0.24 -8.58 0.04
P -1.36 -8.34 0.49
O -1.77 -8.73 1.88
O -2.10 -9.13 -0.66
C -3.34 -9.76 -0.38
C -4.53 -8.83 -0.73
O -1.61 -6.80 0.08
C -1.31 -6.31 -1.26
C -1.16 -4.73 -1.11
H 2.36 -9.54 2.45
H 2.50 -8.16 1.29
H 1.23 -8.28 2.54
H 1.52 -10.28 0.16
H 0.29 -10.31 1.37
H -3.50 -10.53 -1.14
H -3.46 -10.35 0.53
H -5.50 -9.18 -0.40
H -4.36 -7.92 -0.15
H -4.60 -8.49 -1.77
H -0.36 -6.65 -1.67
H -2.12 -6.60 -1.92
H -2.03 -4.26 -0.65
H -0.29 -4.32 -0.59
H -0.99 -4.28 -2.08
C -1.25 4.12 0.04
C -0.75 3.55 1.40
O -0.73 4.68 2.23
P 0.62 5.21 2.95
O 1.83 4.39 2.78
O 0.85 6.74 2.50
C 1.46 7.04 1.23
C 1.50 8.55 0.96
O 0.20 5.30 4.51
C 1.20 5.46 5.50
C 0.52 5.92 6.79
H -0.77 5.10 -0.06
H -0.81 3.46 -0.71
H -2.31 4.27 -0.14
H -1.20 2.66 1.84
H 0.26 3.20 1.17
H 2.48 6.71 1.03
H 0.86 6.58 0.44
H 0.48 8.90 0.80
H 2.01 9.22 1.66
H 2.05 8.63 0.02
H 1.84 4.59 5.66
H 1.86 6.25 5.13
H -0.12 6.78 6.60
H -0.17 5.17 7.18
H 1.24 5.98 7.60
*
```

The LUMO energy is 1.85 eV. The value obtained for the gap between HOMO and LUMO is 10.10 eV. For the HOMO energy, the calculation gives -8.25 eV. As for the largest force on an atom: 0.0896 hartree/bohr.

***

A molecular structure, C30H54CrF6O38P5 in a non-equilibrium geometry. Source: the OMol25 dataset; level of theory: ωB97M-V/def2-TZVPD.

ORCA input file:
```
! wB97M-V def2-TZVPD RIJCOSX def2/J DEFGRID3
* xyz -1 5
Cr -0.64 1.01 0.38
P 0.33 -0.48 -1.20
O -0.80 0.51 -1.63
O -0.40 -1.16 0.00
O 1.13 0.72 -0.45
O 1.05 -1.28 -2.30
C 1.62 -3.32 -5.06
C 2.07 -2.23 -6.06
O 1.54 -2.68 -7.29
C 0.90 -3.88 -7.16
O 0.22 -4.37 -7.99
O 1.11 -4.31 -5.91
F 3.41 -2.10 -6.27
H 0.90 -2.82 -4.41
H 2.41 -3.77 -4.46
H 1.64 -1.27 -5.79
C 4.22 -1.62 -2.88
C 3.88 -1.23 -1.42
O 4.99 -0.51 -1.02
C 6.07 -0.84 -1.78
O 7.19 -0.54 -1.53
O 5.66 -1.47 -2.87
F 3.69 -2.33 -0.62
H 3.78 -0.96 -3.63
H 4.01 -2.68 -3.00
H 3.02 -0.57 -1.33
C 0.67 -3.98 -1.05
C -0.69 -3.79 -1.67
O -1.55 -4.43 -0.75
C -0.86 -5.29 0.03
O -1.33 -6.00 0.86
O 0.44 -5.23 -0.30
F -0.85 -4.45 -2.86
H 0.99 -3.24 -0.33
H 1.46 -4.26 -1.75
H -0.95 -2.76 -1.83
C 2.61 3.45 0.03
C 3.77 2.54 -0.34
O 4.76 2.87 0.59
C 4.43 4.04 1.23
O 5.17 4.64 1.94
O 3.21 4.43 0.87
F 4.22 2.86 -1.60
H 1.98 2.85 0.69
H 2.01 3.73 -0.82
H 3.45 1.50 -0.35
C 0.95 2.37 -3.18
C 1.99 1.46 -3.80
O 3.07 2.36 -4.07
C 2.51 3.60 -4.18
O 3.05 4.51 -4.74
O 1.29 3.66 -3.66
F 1.49 0.92 -4.96
H 1.06 2.33 -2.10
H 0.01 1.92 -3.50
H 2.34 0.66 -3.16
C -2.84 -0.54 -3.92
C -1.43 -0.81 -4.39
O -1.30 -0.01 -5.53
C -2.30 0.91 -5.53
O -2.48 1.68 -6.42
O -3.10 0.76 -4.44
F -1.22 -2.12 -4.71
H -2.87 -0.65 -2.84
H -3.51 -1.23 -4.43
H -0.63 -0.54 -3.69
C 1.17 -3.82 6.74
O 0.16 -4.13 5.73
P -0.90 -2.98 5.37
O -0.92 -1.87 6.33
O -0.59 -2.56 3.88
C -0.27 -3.48 2.83
O -2.29 -3.74 5.28
C -3.09 -3.90 6.41
H 0.61 -3.98 7.66
H 1.49 -2.78 6.66
H 2.03 -4.47 6.61
H -1.14 -3.84 2.27
H 0.25 -4.36 3.22
H 0.33 -2.91 2.12
H -2.81 -4.71 7.09
H -4.11 -4.18 6.13
H -3.30 -3.02 7.02
C -0.52 6.84 -0.94
O -0.30 5.51 -0.46
P -1.40 4.38 -0.42
O -0.86 3.11 0.12
O -2.63 4.96 0.43
C -2.58 4.99 1.86
O -1.97 4.28 -1.90
C -2.88 3.22 -2.24
H 0.43 7.33 -1.14
H -0.83 7.44 -0.08
H -1.22 6.82 -1.77
H -1.57 4.79 2.22
H -3.23 4.25 2.33
H -2.89 6.00 2.14
H -3.90 3.39 -1.91
H -2.51 2.27 -1.84
H -2.85 3.16 -3.32
C 2.15 -0.94 2.17
O 2.37 0.31 2.84
P 1.13 1.20 3.33
O 0.00 1.30 2.39
O 0.75 0.61 4.76
C 1.74 0.51 5.82
O 1.90 2.56 3.59
C 1.36 3.70 4.26
H 2.85 -1.04 1.35
H 1.15 -0.98 1.72
H 2.23 -1.75 2.89
H 1.67 -0.56 6.03
H 1.43 1.16 6.62
H 2.75 0.70 5.45
H 0.26 3.65 4.23
H 1.58 4.52 3.59
H 1.76 3.80 5.27
C -5.22 2.06 1.93
O -5.30 0.82 1.22
P -3.94 -0.02 1.17
O -2.75 0.77 0.80
O -3.87 -0.73 2.58
C -4.85 -1.61 3.07
O -4.36 -1.16 0.16
C -3.37 -2.11 -0.27
H -4.95 2.87 1.24
H -4.53 1.98 2.77
H -6.21 2.34 2.28
H -5.50 -1.08 3.78
H -4.34 -2.38 3.65
H -5.54 -2.01 2.33
H -2.86 -2.56 0.58
H -2.57 -1.62 -0.82
H -3.85 -2.84 -0.91
*
```

Its expectation value of S² is 6.01. The LUMO energy (alpha / beta) is 1.56 / 1.56 eV. The value obtained for the gap between HOMO and LUMO (alpha / beta) is 5.42 / 7.66 eV. For the HOMO energy (alpha / beta), the calculation gives -3.85 / -6.10 eV. As for the largest force on an atom: 0.0521 hartree/bohr.

***

A molecular structure, C30H54FeGeN2S. Source: the OMol25 dataset; level of theory: ωB97M-V/def2-TZVPD.

ORCA input file:
```
! wB97M-V def2-TZVPD RIJCOSX def2/J DEFGRID3
* xyz 1 2
Fe -0.50 1.01 0.07
C -2.34 1.41 1.00
C -2.45 1.82 -0.37
C -2.19 0.63 -1.18
C -1.99 -0.43 -0.25
C -2.12 0.02 1.09
C -2.11 -0.83 2.35
C -1.53 -2.22 2.05
C -3.57 -0.98 2.80
C -1.32 -0.16 3.46
C -2.26 0.33 -2.68
C -1.92 -1.15 -2.93
C -1.29 1.14 -3.56
C -3.71 0.51 -3.14
C -3.02 3.22 -0.64
C -2.79 3.84 -2.02
C -2.50 4.22 0.40
C -4.54 3.06 -0.41
H -2.48 2.07 1.84
H -1.76 -1.45 -0.52
H -2.12 -2.74 1.30
H -1.55 -2.82 2.96
H -0.50 -2.17 1.71
H -4.17 -1.48 2.04
H -4.02 -0.01 3.02
H -3.62 -1.59 3.71
H -0.30 0.07 3.15
H -1.26 -0.81 4.33
H -1.79 0.78 3.78
H -0.90 -1.39 -2.61
H -1.98 -1.35 -4.00
H -2.62 -1.83 -2.44
H -0.26 0.89 -3.33
H -1.40 2.21 -3.46
H -1.48 0.88 -4.60
H -4.39 -0.10 -2.54
H -3.81 0.19 -4.18
H -4.05 1.54 -3.09
H -1.73 4.04 -2.20
H -3.30 4.80 -2.03
H -3.19 3.25 -2.83
H -1.41 4.29 0.37
H -2.83 3.99 1.41
H -2.89 5.21 0.16
H -4.99 2.37 -1.13
H -5.02 4.03 -0.52
H -4.75 2.68 0.59
S 0.45 2.57 -1.17
C 1.73 2.53 0.14
N 0.87 2.15 1.29
C 1.60 2.13 2.52
C 2.65 2.95 2.63
C 2.90 3.90 1.54
N 2.43 3.78 0.36
H 0.16 2.88 1.38
H 1.21 1.54 3.33
H 3.21 3.01 3.54
H 3.49 4.79 1.76
C 5.14 -3.16 -2.69
C 3.66 -3.51 -2.73
C 2.86 -2.94 -1.56
C 2.83 -1.41 -1.55
Ge 2.10 -0.41 -0.03
C 2.47 -0.99 1.82
C 3.13 -2.36 2.00
C 2.16 -3.52 1.86
C 2.84 -4.87 2.03
H 5.71 -3.77 -3.39
H 5.56 -3.33 -1.70
H 5.33 -2.12 -2.95
H 3.54 -4.60 -2.73
H 3.22 -3.16 -3.67
H 3.28 -3.33 -0.63
H 1.83 -3.32 -1.61
H 2.26 -1.05 -2.41
H 3.83 -0.99 -1.66
H 0.51 -0.36 -0.24
H 1.54 -0.95 2.39
H 3.11 -0.20 2.21
H 3.60 -2.41 2.99
H 3.95 -2.47 1.29
H 1.66 -3.48 0.89
H 1.36 -3.41 2.61
H 3.61 -5.02 1.26
H 2.13 -5.69 1.94
H 3.33 -4.95 3.00
C 2.75 1.43 -0.20
H 3.63 1.51 0.44
H 3.09 1.61 -1.22
*
```

Its expectation value of S² is 0.80. The LUMO energy (alpha / beta) is -3.63 / -3.29 eV. The value obtained for the gap between HOMO and LUMO (alpha / beta) is 7.84 / 8.40 eV. For the HOMO energy (alpha / beta), the calculation gives -11.47 / -11.69 eV. As for the largest force on an atom: 0.0125 hartree/bohr. For the energy above the lowest of the compared OMol25 structures with the same formula, charge and spin, the calculation gives 22.0 kJ/mol.